76
Properties=species:S:1:pos:R:3 method="wB97M-V/def2-TZVPD" largest_force_ev_per_a=3.01 molar_mass_da=432.5 de_lowest_kj_mol=72.1 e_homo_ha=-0.3655 smiles=OCCO.OCCO.OCCO.OCCO.CCO.CCO.CCO.CCO homo_lumo_gap_ha=0.3870 multiplicity=1
H 2.71 3.33 -2.06
H 2.97 -1.91 -2.42
H 0.02 1.52 1.68
H -1.29 -2.92 -2.80
H 4.50 0.84 4.10
O 2.42 1.86 -0.63
H 2.68 -4.25 -0.38
C 0.45 1.97 6.36
H 0.71 -0.26 0.12
H -2.49 -2.23 -3.86
O -1.70 -0.23 -4.67
H -2.79 -0.61 -2.18
C 2.39 -2.49 -1.69
H -2.46 -2.84 0.52
O 4.28 -2.89 -0.41
O -1.33 2.74 -4.66
H -0.47 -0.32 -2.99
H 3.15 1.90 -3.93
H 1.47 1.96 -0.70
H -5.02 -2.31 0.97
O 1.27 1.39 -3.26
C -1.71 2.71 -3.30
H 1.99 0.30 3.72
H -3.26 3.26 -1.23
O -1.82 0.80 2.03
H -0.38 2.69 -4.70
O -0.57 1.01 -0.84
H 3.74 1.53 2.61
H 3.91 -2.52 0.37
H 2.03 -1.80 -0.90
C -0.49 0.57 1.63
H -2.23 -0.08 2.24
O -3.60 -1.66 2.33
O -2.38 -1.50 -1.87
O -0.90 2.23 4.43
H -1.23 0.70 5.97
H 3.63 -4.24 -1.81
H -0.10 -1.48 -4.28
H -1.17 1.90 -2.82
C -3.22 2.48 -3.05
H -0.92 -0.81 -0.04
H -3.46 1.49 -3.51
H 1.49 2.16 5.97
O 2.36 -0.85 2.05
H 4.68 0.14 2.47
C 2.78 -0.29 3.31
H 0.60 1.40 7.28
H 1.56 -2.91 -2.20
H -0.01 -0.14 2.36
H 2.60 -0.20 1.40
C -0.93 -0.98 -3.74
O -3.51 2.43 -1.63
H -3.74 -4.08 0.06
H 3.09 0.41 -2.99
C -4.29 -2.71 1.63
C 3.00 2.29 -1.86
H -2.81 -4.27 1.56
C 2.65 1.43 -3.04
H -0.05 2.91 6.60
H 2.94 -1.12 3.96
C 3.25 -3.59 -1.05
C -3.26 -3.51 0.90
H -1.53 1.19 -0.86
H -3.81 3.19 -3.61
C -1.78 -1.98 -3.07
H 0.11 0.47 4.83
H -1.49 3.64 -2.78
C -0.35 0.07 0.19
H 4.08 2.27 -1.65
C 3.97 0.64 3.13
H -1.02 0.35 -5.05
H 0.75 1.24 -2.45
C -0.47 1.26 5.38
H -1.21 1.79 3.67
H -4.23 -1.09 2.78
H -4.78 -3.37 2.39

***

9
Properties=species:S:1:pos:R:3 method="wB97M-V/def2-TZVPD" largest_force_ev_per_a=3.20 molar_mass_da=105.1 de_lowest_kj_mol=604.6 e_homo_ha="-0.3201 / -0.3405" homo_lumo_gap_ha="0.3083 / 0.3320" multiplicity=1
O 1.15 -1.11 -0.72
S 2.11 -0.13 0.32
H -1.01 1.01 -1.25
N -0.94 0.95 -0.24
O 2.52 1.14 -0.22
C 0.39 -0.63 0.32
C -1.15 -0.22 0.35
H -1.28 0.05 1.41
H -1.78 -1.06 0.04

***

16
Properties=species:S:1:pos:R:3 method="wB97M-V/def2-TZVPD" largest_force_ev_per_a=5.05 molar_mass_da=94.1 de_lowest_kj_mol=202.4 e_homo_ha=-0.3403 smiles="C=C(C)O.O.O" homo_lumo_gap_ha=0.3538 multiplicity=1
H -0.40 -2.97 2.05
O 0.70 2.12 -4.07
H -1.26 -3.35 0.74
H 0.80 3.14 -4.03
H -0.69 0.85 1.08
H 1.45 2.22 0.47
H 0.54 1.84 -3.18
C -1.24 -0.06 1.05
C -1.20 -2.52 1.51
H -1.69 -0.21 2.10
O 0.36 -1.49 -0.04
C -0.75 -1.29 0.88
H 0.71 -0.52 -0.11
H -2.00 -2.23 2.19
O 1.93 1.99 -0.29
H 2.74 2.48 -0.35

***

28
Properties=species:S:1:pos:R:3 method="wB97M-V/def2-TZVPD" largest_force_ev_per_a=0.16 molar_mass_da=849.5 de_lowest_kj_mol=0.5 e_homo_ha="-0.4197 / -0.4249" homo_lumo_gap_ha="0.2326 / 0.2363" multiplicity=3 total_charge=+1
H 3.61 0.74 0.91
S 1.98 -0.28 -0.55
H 3.50 1.54 -0.68
C -1.74 -0.01 -2.71
Te -0.37 2.22 4.23
F -0.24 -2.05 -1.54
Te 0.97 3.35 0.40
Te 0.77 0.03 3.03
H -2.26 -0.64 -3.43
F -2.24 -2.80 -1.86
H 1.39 -2.43 0.27
H 3.07 -2.38 -0.29
F -1.54 -2.37 0.14
F -3.79 -0.82 0.27
Mo 0.12 0.88 0.65
C -2.00 -0.50 -1.29
H -0.67 -0.04 -2.91
H -2.10 1.01 -2.81
C 2.31 -1.85 0.28
O -1.34 0.29 -0.34
C -3.50 -0.36 -0.95
F -4.27 -1.01 -1.84
Te -1.33 3.00 1.82
C 3.52 0.59 -0.16
H 4.34 -0.01 -0.54
C -1.52 -1.96 -1.13
F -3.84 0.94 -0.99
H 2.64 -1.67 1.30

***

28
Properties=species:S:1:pos:R:3 method="wB97M-V/def2-TZVPD" largest_force_ev_per_a=5.08 molar_mass_da=320.0 de_lowest_kj_mol=170.9 e_homo_ha=-0.3340 smiles=Clc1ccc([C@H](c2ccccc2Cl)C(Cl)Cl)cc1 homo_lumo_gap_ha=0.3515 multiplicity=1
H 1.31 1.82 0.42
H 3.34 -2.12 -1.45
C 3.16 0.57 0.51
C -2.60 -1.19 1.56
C 3.70 -0.62 0.07
H -2.94 1.98 2.69
C -3.17 -0.10 2.29
Cl 5.22 -1.15 0.55
C 1.15 0.33 -0.73
Cl -2.59 0.21 -2.34
C -1.70 -0.92 0.57
C 1.92 1.00 0.10
C 1.74 -0.86 -1.29
C 3.03 -1.25 -0.95
Cl 0.23 0.68 -3.62
H 1.27 -1.55 -2.00
C -0.78 0.10 -2.22
C -1.19 0.29 0.21
C -2.55 1.20 2.07
H -3.77 -0.25 3.14
Cl -1.08 -2.37 -0.27
H -0.60 -0.99 -2.14
H -0.49 1.84 -1.14
H -2.87 -2.25 1.93
H -1.48 2.43 0.75
C -0.35 0.77 -0.98
H 3.74 1.02 1.31
C -1.66 1.37 0.96

***

105
Properties=species:S:1:pos:R:3 method="wB97M-V/def2-TZVPD" largest_force_ev_per_a=1.60 molar_mass_da=1100.7 de_lowest_kj_mol=137.5 e_homo_ha=-0.0456 homo_lumo_gap_ha=0.1656 multiplicity=1 total_charge=-2
C -0.71 -1.43 -4.48
C -6.34 -0.93 0.24
H 5.05 -2.10 0.73
H 3.46 0.99 5.55
C -0.65 -0.44 -3.52
N 0.11 -0.50 -2.39
H -1.09 0.48 5.97
H -0.85 7.97 0.12
C -1.43 -1.23 -5.67
C 0.58 9.21 -1.71
H 7.58 -2.39 -1.02
H 0.61 -4.72 -0.04
H 0.45 -1.38 -2.05
N -3.92 -2.82 2.13
C 4.87 0.14 -2.58
C -1.66 0.08 5.13
C -1.40 0.77 -3.74
H -7.72 -2.00 -1.00
H 5.14 -0.34 0.62
H 1.25 -0.13 5.84
C -2.67 3.15 -4.12
H 5.29 1.04 -2.15
H 4.95 -4.14 2.11
H -1.44 -2.02 -6.40
H 2.05 -6.29 2.86
N 0.83 1.07 2.73
N -2.27 -1.60 3.06
H -4.52 -2.04 2.28
H 3.78 0.26 -2.59
C -7.23 -0.08 2.29
H 0.78 -5.06 3.06
H 1.23 -2.22 2.12
S -1.29 5.48 1.24
C -2.09 -0.06 -5.93
H 1.93 -5.87 -0.27
C -0.18 5.95 -0.01
C -2.00 2.82 -2.92
H -3.24 2.43 -6.05
H 2.89 -2.08 2.67
O -4.29 1.14 0.93
C 1.69 -4.82 -0.08
H -9.63 -1.67 0.53
C 2.72 1.02 4.76
C -8.66 -1.26 0.79
N 3.11 7.78 -3.93
C -0.74 -0.26 3.99
H 7.70 -0.62 -1.08
C 0.72 5.07 -0.69
C 1.49 0.40 4.93
C 1.54 5.61 -1.70
C -0.17 7.31 -0.39
H 3.92 2.18 3.39
H -5.54 -1.54 -1.39
H 0.03 0.27 -1.74
H 3.64 -2.98 -2.37
C 2.00 1.68 2.58
H -4.19 -3.51 1.44
C 4.36 -4.64 1.34
H -7.06 0.44 3.23
C -6.15 -0.22 1.43
C -7.59 -1.45 -0.07
H 2.13 2.22 1.65
H -1.96 3.53 -2.10
H 2.05 -4.24 -0.93
H 2.21 4.93 -2.21
C 2.27 -2.42 1.84
O -5.26 -1.13 -0.56
H -3.03 -0.90 3.21
H 2.33 -4.88 3.89
C 2.98 1.67 3.57
H 5.15 -3.83 -2.02
C 4.73 -2.93 -2.46
O -4.35 0.11 2.93
C 0.65 7.82 -1.39
C 1.85 -5.22 2.97
C 2.40 7.42 -3.10
Cs -1.94 2.17 1.06
H 5.20 0.08 -3.62
Te 2.61 -1.11 0.19
S -1.50 -3.74 1.62
H -9.31 -0.44 2.66
S 0.86 3.37 -0.35
H -3.14 4.12 -4.22
H -2.38 0.84 4.81
C -2.72 2.22 -5.12
C -8.48 -0.58 1.98
H -2.22 -0.80 5.44
C -2.58 -2.66 2.28
H 4.75 -4.36 0.37
N 0.51 10.34 -1.96
H -0.16 -2.35 -4.33
H -2.63 0.09 -6.86
C 7.27 -1.50 -1.57
N -0.99 -1.08 3.05
C 4.75 -1.24 0.13
C -2.08 0.97 -4.95
Si 5.39 -1.38 -1.63
N -1.39 1.68 -2.73
C -4.80 0.40 1.78
H 7.69 -1.56 -2.58
C 1.52 6.95 -2.06
Si 2.52 -4.25 1.50
C 0.58 0.43 3.87
H 4.99 -2.92 -3.52
H 4.51 -5.72 1.46

***

93
Properties=species:S:1:pos:R:3 method="wB97M-V/def2-TZVPD" largest_force_ev_per_a=0.45 molar_mass_da=612.6 e_homo_ha=-0.5035 homo_lumo_gap_ha=0.3572 multiplicity=1 total_charge=+2
N -0.80 3.53 -1.68
H -2.16 2.63 1.64
N -1.67 -4.01 -0.70
H 0.98 3.23 -0.62
N 0.00 0.06 1.76
H -0.50 -0.90 -6.08
C 5.71 0.17 -0.78
C 0.65 3.35 -1.65
H 3.19 2.44 -0.59
H -3.70 5.17 -1.42
C 4.08 -1.12 -2.88
H 0.18 2.11 2.11
H 2.04 -2.80 -2.08
C -0.58 1.34 2.19
H 0.96 -1.46 -5.26
H -2.59 -2.09 -3.81
H 4.84 2.66 -1.16
C -1.40 4.08 -2.91
H 5.02 -1.67 -2.79
H -2.70 -5.52 -1.78
C 0.36 1.11 -4.45
H -1.86 -0.79 2.22
H 1.00 2.49 -2.23
H -0.56 -1.33 3.28
H -2.92 -5.55 -0.03
H 5.71 -0.92 -0.76
C 0.30 -0.71 -2.71
C -0.66 -2.27 1.33
H -0.91 1.29 3.24
N -2.79 3.49 -0.51
N 2.17 0.09 -0.05
N 3.28 -1.15 -1.65
H -4.21 -0.84 -1.94
H -0.67 4.74 -3.39
H -0.01 -1.75 -2.54
In -0.03 0.03 -0.68
N -2.61 -2.15 -1.71
C -0.30 -0.19 -4.02
N -1.18 1.86 -0.07
H 1.39 -0.68 -2.77
N -1.09 -1.84 0.00
H -2.28 4.67 -2.70
N 4.34 0.69 -0.70
H -0.38 -5.10 0.60
H 3.50 -1.59 -3.68
C -0.40 -4.67 -0.41
H 1.69 -1.11 2.17
C 4.22 2.12 -0.45
C -2.84 -2.79 -3.01
H -2.64 -0.06 -2.08
H -0.60 -2.19 -4.87
H 1.45 0.98 -4.52
H 2.04 1.76 1.26
C -3.20 -0.83 -1.54
H -3.50 5.26 0.33
H 3.51 -3.19 -1.19
H -3.74 -4.32 -0.99
H 0.17 1.91 -3.74
C -1.73 1.70 1.28
C 2.31 0.70 1.27
H -3.24 -0.57 -0.49
C 3.25 -0.11 -0.78
H 4.29 -0.10 -3.17
H 3.33 0.63 1.65
C -1.76 -2.67 -0.78
C -0.10 -1.24 -5.12
H -1.37 -0.03 -3.91
H 6.27 0.52 0.09
H 4.54 2.39 0.56
H 0.42 -3.96 -0.51
C 1.40 -0.06 2.21
H -4.27 2.81 0.86
H 0.38 -2.62 1.33
H -2.09 5.46 -0.72
H -1.27 -3.09 1.72
H 1.13 4.24 -2.07
H 2.17 -2.37 -0.37
C -2.82 -4.90 -0.90
H 6.22 0.51 -1.68
H 1.52 0.28 3.24
H -0.25 -5.48 -1.12
H 0.01 1.43 -5.43
H -2.21 -3.67 -3.12
C -1.59 2.92 -0.76
C -3.95 2.67 -0.18
H -4.78 2.95 -0.82
C -0.81 -1.08 2.25
H -1.67 3.30 -3.61
C -3.03 4.93 -0.60
H -2.51 0.94 1.32
H -3.73 1.62 -0.35
H -3.89 -3.08 -3.13
C 2.72 -2.45 -1.30

***

32
Properties=species:S:1:pos:R:3 method="wB97M-V/def2-TZVPD" largest_force_ev_per_a=2.09 molar_mass_da=394.1 e_homo_ha=0.1476 homo_lumo_gap_ha=0.0511 multiplicity=1 total_charge=-3
H 2.90 -1.39 0.21
P -3.37 -1.46 -3.88
O -3.45 0.70 -1.04
O -4.82 -1.69 -3.40
Cl 3.08 -1.14 2.57
O -3.20 0.02 -4.28
C -0.72 1.08 1.01
O -3.04 -2.35 -5.10
C 1.28 -0.21 0.66
H -1.35 -1.34 -1.32
Cl 3.61 2.06 1.36
H 3.54 0.73 -0.63
H 1.07 -1.81 -0.75
C 5.18 0.05 0.54
H 5.50 -0.51 -0.34
N -3.01 1.59 1.17
C -1.38 0.30 0.06
O -1.46 3.15 2.06
O -5.35 -0.50 1.95
H 5.79 0.95 0.58
C -0.77 -0.76 -0.59
C 0.61 0.84 1.31
O -2.40 -1.82 -2.71
N -3.21 0.52 2.22
C 2.72 -0.55 0.87
C -1.69 2.11 1.51
C 0.56 -0.99 -0.26
H 1.12 1.47 2.02
H 5.35 -0.47 1.48
C -4.31 -0.02 2.11
C -2.76 0.83 -0.09
C 3.72 0.52 0.42

***

5
Properties=species:S:1:pos:R:3 method="wB97M-V/def2-TZVPD" largest_force_ev_per_a=4.51 molar_mass_da=29.8 de_lowest_kj_mol=0.0 e_homo_ha="-0.1922 / -0.4778" homo_lumo_gap_ha="0.2164 / 0.3371" multiplicity=3
H 1.47 -0.68 -0.03
H -1.10 -0.82 0.05
B -0.34 0.02 -0.02
H -1.01 1.43 -0.06
O 0.98 0.05 0.06